ORCA calculation (ωB97M-V/def2-TZVPD) on 6 unconnected molecules or ions with the total composition C24H62F2N6O11S2 at a distorted geometry.

Each atom is followed by the atoms it is bonded to, with distances in Å.
Positions of all 107 atoms, in Å:
1 C -0.40642 1.96377 -3.07241  C2 1.613, H16 1.155, H17 1.156, H18 1.138
2 C -1.33998 2.81752 -4.07233  C1 1.613, O3 1.262, O4 1.423
3 O -1.41333 2.39259 -5.25853  C2 1.262
4 O -2.04447 3.99898 -3.70952  C2 1.423, C5 1.467
5 C -2.87450 3.75839 -2.52389  O4 1.467, C6 1.632, H19 1.155, H20 1.139
6 C -4.23332 2.96256 -2.95103  C5 1.632, N7 1.494, H21 1.137, H22 1.157
7 N -3.94147 1.50028 -2.85801  C6 1.494, S8 1.729, S12 1.725
8 S -4.21289 0.85790 -1.27614  N7 1.729, O9 1.514, O10 1.495, F11 1.706
9 O -5.67816 0.78164 -0.90099  S8 1.514
10 O -3.54355 1.61003 -0.17050  S8 1.495
11 F -3.50924 -0.69592 -1.27925  S8 1.706
12 S -4.70129 0.53378 -4.06741  N7 1.725, O13 1.490, O14 1.515, F15 1.686
13 O -5.50037 1.27392 -5.08485  S12 1.490
14 O -3.59095 -0.20178 -4.78865  S12 1.515
15 F -5.69561 -0.67572 -3.44285  S12 1.686
16 H -1.01726 1.08035 -2.64653  C1 1.155
17 H -0.10353 2.59723 -2.15420  C1 1.156
18 H 0.49719 1.53747 -3.61672  C1 1.138
19 H -3.23232 4.80827 -2.20337  C5 1.155
20 H -2.30755 3.24470 -1.68073  C5 1.139
21 H -4.49110 3.35009 -3.98893  C6 1.137
22 H -5.05438 3.32227 -2.21994  C6 1.157
23 C 0.43846 0.48016 -7.03843  O24 1.419, H29 1.095, H30 1.093, H31 1.090
24 O 1.54143 1.17773 -6.48146  C23 1.419, C25 1.423
25 C 2.80760 0.81800 -7.02282  O24 1.423, C26 1.542, H32 1.095, H33 1.097
26 C 3.13828 1.48936 -8.37107  C25 1.542, C27 1.526, N28 1.469, H34 1.096
27 C 2.39554 0.88348 -9.55818  C26 1.526, H35 1.091, H36 1.094, H37 1.094
28 N 2.87681 2.93448 -8.33316  C26 1.469, H38 1.018, H39 1.021
29 H 0.69354 -0.55099 -7.30227  C23 1.095
30 H 0.06118 1.01328 -7.91450  C23 1.093
31 H -0.36318 0.46088 -6.29978  C23 1.090
32 H 3.54672 1.15486 -6.28860  C25 1.095
33 H 2.90298 -0.27334 -7.08352  C25 1.097
34 H 4.20873 1.34188 -8.55306  C26 1.096
35 H 1.35392 1.20505 -9.61123  C27 1.091
36 H 2.86798 1.18747 -10.49700  C27 1.094
37 H 2.41354 -0.20994 -9.51688  C27 1.094
38 H 3.45371 3.35183 -7.60518  N28 1.018
39 H 1.92413 3.06047 -7.98877  N28 1.021
40 C 2.20096 1.70599 1.00284  O41 1.417, H46 1.094, H47 1.093, H48 1.092
41 O 2.02970 1.69047 -0.40403  C40 1.417, C42 1.424
42 C 3.13900 1.17398 -1.13244  O41 1.424, C43 1.543, H49 1.095, H50 1.097
43 C 3.20902 -0.36637 -1.18164  C42 1.543, C44 1.526, N45 1.469, H51 1.096
44 C 3.69469 -1.00150 0.11800  C43 1.526, H52 1.092, H53 1.094, H54 1.094
45 N 1.91261 -0.95598 -1.54329  C43 1.469, H55 1.019, H56 1.021
46 H 3.23753 1.90679 1.28973  C40 1.094
47 H 1.86572 0.75834 1.43224  C40 1.093
48 H 1.56779 2.49296 1.41666  C40 1.092
49 H 3.01185 1.53829 -2.15701  C42 1.095
50 H 4.07623 1.60693 -0.76146  C42 1.097
51 H 3.93290 -0.63313 -1.95970  C43 1.096
52 H 2.92236 -1.02446 0.88928  C44 1.092
53 H 3.99786 -2.03816 -0.05601  C44 1.094
54 H 4.56103 -0.46547 0.51803  C44 1.094
55 H 1.63996 -0.60796 -2.46108  N45 1.019
56 H 1.21270 -0.55775 -0.91539  N45 1.021
57 C -1.26121 4.83431 3.91175  O58 1.417, H63 1.094, H64 1.093, H65 1.091
58 O -2.15652 4.21054 3.00847  C57 1.417, C59 1.425
59 C -2.34929 2.81573 3.22945  O58 1.425, C60 1.542, H66 1.095, H67 1.097
60 C -3.34519 2.48085 4.35766  C59 1.542, C61 1.526, N62 1.470, H68 1.094
61 C -2.77658 2.68150 5.75914  C60 1.526, H69 1.092, H70 1.094, H71 1.094
62 N -4.58600 3.25841 4.23124  C60 1.470, H72 1.018, H73 1.021
63 H -0.44616 4.16800 4.21036  C57 1.094
64 H -1.80241 5.18862 4.79266  C57 1.093
65 H -0.83156 5.70880 3.41988  C57 1.091
66 H -2.75795 2.42465 2.29240  C59 1.095
67 H -1.38562 2.31508 3.38252  C59 1.097
68 H -3.59721 1.42018 4.26284  C60 1.094
69 H -2.74068 3.73261 6.05252  C61 1.092
70 H -3.39891 2.16866 6.49837  C61 1.094
71 H -1.76497 2.27098 5.83544  C61 1.094
72 H -5.01690 3.04207 3.33418  N62 1.018
73 H -4.32053 4.23998 4.14157  N62 1.021
74 C 0.37134 -3.00998 2.13958  O75 1.417, H80 1.094, H81 1.093, H82 1.091
75 O -0.15042 -1.91741 1.40335  C74 1.417, C76 1.424
76 C -1.55256 -1.97779 1.16006  O75 1.424, C77 1.542, H83 1.094, H84 1.097
77 C -2.42320 -1.51880 2.34719  C76 1.542, C78 1.526, N79 1.469, H85 1.096
78 C -2.51859 -2.54099 3.47616  C77 1.526, H86 1.092, H87 1.094, H88 1.094
79 N -1.94894 -0.24283 2.89957  C77 1.469, H89 1.018, H90 1.021
80 H -0.14450 -3.94709 1.90897  C74 1.094
81 H 0.31550 -2.79962 3.21092  C74 1.093
82 H 1.42647 -3.12391 1.88518  C74 1.091
83 H -1.73670 -1.29618 0.32439  C76 1.094
84 H -1.84017 -2.97816 0.81381  C76 1.097
85 H -3.43905 -1.36845 1.96449  C77 1.096
86 H -1.62146 -2.56670 4.09759  C78 1.092
87 H -3.35461 -2.29819 4.13880  C78 1.094
88 H -2.68972 -3.54739 3.08202  C78 1.094
89 H -1.98519 0.46270 2.16623  N79 1.018
90 H -0.95046 -0.34668 3.08618  N79 1.021
91 C 4.45422 -3.77768 5.08067  O92 1.417, H97 1.094, H98 1.093, H99 1.091
92 O 3.55929 -4.39946 4.17494  C91 1.417, C93 1.425
93 C 3.37041 -5.79525 4.39051  O92 1.425, C94 1.543, H100 1.095, H101 1.097
94 C 2.37651 -6.13670 5.51964  C93 1.543, C95 1.526, N96 1.469, H102 1.096
95 C 2.94712 -5.93933 6.92094  C94 1.526, H103 1.092, H104 1.094, H105 1.094
96 N 1.13460 -5.36219 5.39770  C94 1.469, H106 1.019, H107 1.021
97 H 5.27082 -4.44333 5.37580  C91 1.094
98 H 3.91272 -3.42824 5.96341  C91 1.093
99 H 4.88136 -2.90010 4.59241  C91 1.091
100 H 2.96164 -6.18400 3.45248  C93 1.095
101 H 4.33570 -6.29435 4.54062  C93 1.097
102 H 2.12610 -7.19882 5.42192  C94 1.096
103 H 2.98108 -4.88933 7.21738  C95 1.092
104 H 2.32723 -6.45587 7.65963  C95 1.094
105 H 3.95976 -6.34768 6.99434  C95 1.094
106 H 0.70328 -5.57686 4.50035  N96 1.019
107 H 1.39932 -4.38025 5.31031  N96 1.021

Computed properties:
* LUMO energy: -1.60 eV
* HOMO energy: -9.107 eV
* electronic energy: -3103.62303 Ha
* charge: 0